This record from the OMol25 dataset describes C20H12Co2N2O8 as an isolated structure at a distorted geometry. The level of theory is ωB97M-V with the def2-TZVPD basis set.

Element x y z (Å)
1 O 0.499 1.481 -3.898
2 C 1.077 1.688 -2.905
3 Co 1.835 2.234 -1.403
4 C 3.529 2.477 -2.259
5 O 4.396 2.914 -2.896
6 C 1.413 3.967 -1.190
7 O 1.108 5.086 -1.056
8 C 2.172 0.908 -0.104
9 C 0.868 1.187 -0.099
10 C -0.400 0.840 0.564
11 C -1.430 0.547 -0.541
12 C -2.680 1.195 -0.483
13 C -3.712 0.788 -1.315
14 C -3.479 -0.170 -2.311
15 C -2.210 -0.712 -2.484
16 C -1.192 -0.348 -1.607
17 Co 3.020 -0.239 -1.526
18 C 3.223 -1.587 -0.506
19 O 3.412 -2.498 0.184
20 C 4.663 0.055 -2.057
21 O 5.782 0.118 -2.348
22 C 2.189 -0.970 -2.945
23 O 1.744 -1.609 -3.815
24 H 2.821 1.049 0.756
25 H -0.701 1.767 1.088
26 H -2.797 2.004 0.235
27 H -4.697 1.218 -1.164
28 H -4.314 -0.520 -2.920
29 H -2.013 -1.415 -3.286
30 H -0.177 -0.739 -1.759
31 C -0.652 -3.476 3.138
32 N -0.862 -2.038 3.003
33 C -0.632 -1.425 1.785
34 O -0.458 -2.057 0.744
35 N -0.578 -0.024 1.887
36 C -1.295 0.683 2.913
37 O -1.730 1.832 2.730
38 C -1.461 -0.016 4.148
39 C -1.256 -1.354 4.133
40 H -0.843 -3.703 4.192
41 H -1.347 -4.012 2.477
42 H 0.394 -3.686 2.872
43 H -1.833 0.535 5.001
44 H -1.393 -1.974 5.026

**Net charge**: -2
**Lowest unoccupied orbital energy**: 4.11 eV
**HOMO**: 1.22 eV
**Gap between HOMO and LUMO**: 2.90 eV

Results of the natural (NBO) charge analysis, in e, for atoms 1 through 2:
1 O -0.62
2 C 0.47



This record from the OMol25 dataset describes C40H94BaN3O12 as an isolated structure at a distorted geometry. The level of theory is ωB97M-V with the def2-TZVPD basis set.

Element x y z (Å)
1 Ba -0.457 3.784 -1.489
2 O -0.110 -0.441 -0.284
3 C -0.138 0.868 -0.644
4 O -1.131 1.560 -0.298
5 O 0.822 1.358 -1.295
6 H -0.954 -0.362 0.218
7 C -2.488 -4.931 -1.550
8 C -1.159 -4.219 -1.303
9 O -1.377 -2.840 -1.018
10 H -2.214 -5.971 -1.726
11 H -3.085 -4.559 -2.382
12 H -3.111 -4.759 -0.672
13 H -0.516 -4.276 -2.190
14 H -0.655 -4.755 -0.493
15 H -0.553 -2.410 -0.768
16 C 2.842 4.185 -5.252
17 C 2.916 4.489 -3.767
18 O 1.949 3.684 -3.039
19 H 3.442 4.923 -5.787
20 H 1.822 4.236 -5.628
21 H 3.239 3.186 -5.430
22 H 2.728 5.531 -3.506
23 H 3.879 4.266 -3.300
24 H 2.244 2.761 -3.067
25 C -2.118 1.359 5.263
26 C -1.821 2.326 4.126
27 O -2.340 1.758 2.919
28 H -1.844 0.334 5.021
29 H -3.198 1.307 5.437
30 H -1.690 1.708 6.202
31 H -0.749 2.496 4.019
32 H -2.357 3.252 4.359
33 H -1.912 2.167 2.161
34 C -4.925 4.129 -0.343
35 C -3.758 3.517 0.391
36 O -2.576 4.377 0.273
37 H -5.767 3.441 -0.312
38 H -4.632 4.518 -1.316
39 H -5.300 5.016 0.187
40 H -3.493 2.587 -0.120
41 H -3.916 3.303 1.446
42 H -2.453 4.797 1.130
43 C 2.944 3.266 2.395
44 C 1.513 3.545 1.994
45 O 1.326 3.520 0.550
46 H 3.167 2.200 2.427
47 H 3.094 3.632 3.413
48 H 3.622 3.797 1.730
49 H 1.199 4.524 2.358
50 H 0.785 2.829 2.383
51 H 1.466 2.586 0.319
52 C -1.101 1.006 -4.007
53 C -2.453 1.668 -4.136
54 O -2.702 2.597 -3.047
55 H -1.060 0.165 -4.703
56 H -0.958 0.480 -3.059
57 H -0.282 1.706 -4.181
58 H -3.249 0.920 -4.120
59 H -2.458 2.192 -5.095
60 H -3.317 3.220 -3.453
61 C 4.301 -0.707 3.055
62 C 3.426 -1.934 2.852
63 C 3.846 -2.978 3.909
64 C 2.892 -4.156 3.977
65 C 1.491 -3.615 4.270
66 C 0.973 -2.512 3.331
67 N 2.019 -1.571 2.993
68 O 1.604 -0.611 2.057
69 C 0.363 -3.177 2.063
70 C -0.162 -1.848 4.110
71 C 3.742 -2.525 1.459
72 H 5.345 -0.911 2.817
73 H 4.190 -0.312 4.066
74 H 4.005 0.116 2.396
75 H 4.869 -3.235 3.634
76 H 3.838 -2.506 4.896
77 H 3.188 -4.803 4.806
78 H 2.936 -4.782 3.081
79 H 1.522 -3.296 5.315
80 H 0.787 -4.449 4.260
81 H 1.190 -3.539 1.449
82 H -0.305 -3.997 2.316
83 H -0.174 -2.425 1.488
84 H -0.673 -1.077 3.523
85 H -0.906 -2.618 4.319
86 H 0.196 -1.370 5.021
87 H 4.813 -2.727 1.368
88 H 3.421 -1.856 0.656
89 H 3.305 -3.504 1.249
90 H 1.794 -0.975 1.177
91 C 2.495 -0.426 -4.265
92 C 3.877 -0.489 -3.614
93 C 4.862 0.312 -4.488
94 C 6.156 0.717 -3.793
95 C 5.825 1.563 -2.579
96 C 4.861 0.866 -1.617
97 N 3.786 0.176 -2.320
98 O 2.902 -0.452 -1.419
99 C 5.685 -0.109 -0.737
100 C 4.242 1.930 -0.724
101 C 4.395 -1.929 -3.493
102 H 1.716 -0.657 -3.536
103 H 2.408 -1.121 -5.103
104 H 2.256 0.572 -4.642
105 H 5.089 -0.302 -5.363
106 H 4.327 1.178 -4.892
107 H 6.764 1.277 -4.505
108 H 6.665 -0.224 -3.568
109 H 5.376 2.483 -2.978
110 H 6.681 1.879 -1.983
111 H 6.483 0.413 -0.203
112 H 5.029 -0.568 0.002
113 H 6.177 -0.884 -1.324
114 H 4.981 2.476 -0.144
115 H 3.598 2.533 -1.369
116 H 3.532 1.479 -0.022
117 H 3.740 -2.607 -2.937
118 H 5.363 -2.047 -3.009
119 H 4.462 -2.365 -4.495
120 H 2.141 0.151 -1.370
121 C -3.199 -2.150 1.982
122 C -4.628 -1.782 1.603
123 C -5.027 -0.563 2.459
124 C -6.267 0.152 1.916
125 C -6.047 0.565 0.465
126 C -5.686 -0.618 -0.454
127 N -4.642 -1.401 0.192
128 O -4.185 -2.438 -0.632
129 C -6.924 -1.430 -0.815
130 C -5.074 -0.022 -1.725
131 C -5.603 -2.909 1.956
132 H -2.602 -1.238 2.050
133 H -2.738 -2.881 1.318
134 H -3.176 -2.627 2.967
135 H -5.225 -0.898 3.481
136 H -4.241 0.187 2.577
137 H -6.254 1.093 2.480
138 H -7.197 -0.389 2.073
139 H -5.235 1.293 0.426
140 H -6.938 1.045 0.053
141 H -7.785 -0.836 -1.140
142 H -6.738 -2.161 -1.600
143 H -7.308 -1.940 0.071
144 H -5.640 0.831 -2.119
145 H -4.026 0.277 -1.652
146 H -5.113 -0.716 -2.574
147 H -5.502 -3.784 1.306
148 H -6.653 -2.624 1.907
149 H -5.403 -3.280 2.964
150 H -3.273 -2.231 -0.898

**Net charge**: +1
**Lowest unoccupied orbital energy**: -3.01 eV
**HOMO**: -9.52 eV
**Gap between HOMO and LUMO**: 6.50 eV

Results of the Löwdin charge analysis, in e, for atoms 1 through 2:
1 Ba 2.07
2 O 0.11



This record from the OMol25 dataset describes C29H31CrN9O3S as an isolated structure at a distorted geometry. The level of theory is ωB97M-V with the def2-TZVPD basis set.

Element x y z (Å)
1 Cr 0.272 1.375 0.997
2 N 0.616 1.246 3.166
3 C 1.846 2.147 3.548
4 C 2.881 1.313 4.311
5 C 4.142 2.083 4.920
6 C 3.708 3.314 5.752
7 N 4.568 3.641 6.886
8 C 5.341 4.686 6.940
9 N 5.145 5.820 6.204
10 N 6.431 4.693 7.728
11 C 2.280 2.928 2.320
12 O 3.182 3.730 2.386
13 O 1.682 2.647 1.177
14 H -0.172 1.421 3.776
15 H 0.954 0.291 3.281
16 H 1.472 2.902 4.222
17 H 3.170 0.476 3.657
18 H 2.353 0.776 5.102
19 H 4.857 2.311 4.127
20 H 4.705 1.380 5.567
21 H 2.648 3.176 6.100
22 H 3.668 4.184 5.110
23 H 4.689 2.868 7.536
24 H 4.192 5.970 5.808
25 H 5.932 6.500 6.286
26 H 6.865 3.815 7.930
27 H 7.014 5.534 7.762
28 C -5.416 -7.267 -7.896
29 O -4.449 -6.263 -8.047
30 C -3.860 -5.705 -6.994
31 C -4.458 -5.622 -5.710
32 C -3.964 -4.740 -4.764
33 C -2.746 -4.064 -5.039
34 C -2.066 -4.321 -6.262
35 C -2.621 -5.090 -7.231
36 C -2.205 -3.070 -4.107
37 N -2.430 -3.157 -2.793
38 C -1.622 -2.219 -2.288
39 C -1.008 -1.423 -3.244
40 N -1.370 -2.017 -4.399
41 C -0.256 -0.254 -2.898
42 C 0.414 0.617 -3.749
43 C 1.107 1.709 -3.305
44 C 1.181 1.899 -1.931
45 N 0.593 1.084 -0.985
46 C -0.094 -0.068 -1.467
47 C -0.702 -0.883 -0.474
48 N -0.464 -0.579 0.851
49 C -1.000 -1.407 1.749
50 C -1.727 -2.633 1.454
51 C -1.837 -2.915 0.116
52 C -1.391 -2.009 -0.865
53 H -5.609 -7.654 -8.898
54 H -6.351 -6.979 -7.519
55 H -4.946 -8.071 -7.366
56 H -5.348 -6.138 -5.751
57 H -4.400 -4.506 -3.803
58 H -1.056 -3.900 -6.394
59 H -2.242 -5.328 -8.274
60 H -1.247 -1.687 -5.365
61 H 0.440 0.393 -4.782
62 H 1.572 2.381 -4.070
63 H 1.676 2.711 -1.441
64 H -0.823 -1.219 2.803
65 H -2.249 -3.278 2.186
66 H -2.401 -3.797 -0.256
67 S -2.640 4.812 0.862
68 C -3.533 3.320 0.688
69 C -2.631 2.290 0.788
70 N -1.283 2.670 0.928
71 C -1.177 3.995 0.957
72 H -4.568 3.249 0.557
73 H -2.962 1.279 0.800
74 H -0.269 4.629 1.027

**<S²>**: 3.78
**Net charge**: +3
**Multiplicity**: 4
**Lowest unoccupied orbital energy (alpha / beta)**: -9.28 / -8.58 eV
**HOMO (alpha / beta)**: -13.12 / -13.12 eV
**Gap between HOMO and LUMO (alpha / beta)**: 3.84 / 4.54 eV

Results of the Löwdin charge analysis, in e, for atoms 1 through 2:
1 Cr 1.02
2 N 0.05



This record from the OMol25 dataset describes one molecule with the formula C4H2N2O at a distorted geometry. The level of theory is ωB97M-V with the def2-TZVPD basis set.

Element x y z (Å)
1 N -0.471 -1.790 -0.458
2 C 0.539 -1.293 0.302
3 O 1.568 -1.874 0.571
4 C 0.220 0.060 0.790
5 C -0.194 1.127 1.172
6 C -0.869 2.276 1.540
7 N -1.536 3.186 1.809
8 H -1.316 -1.268 -0.629
9 H -0.384 -2.727 -0.821

**Net charge**: 0
**Lowest unoccupied orbital energy**: -0.45 eV
**HOMO**: -11.00 eV
**Gap between HOMO and LUMO**: 10.54 eV

Results of the natural (NBO) charge analysis, in e, for atoms 1 through 2:
1 N -0.79
2 C 0.60



This record from the OMol25 dataset describes one molecule with the formula C5H14N2O at a distorted geometry. The level of theory is ωB97M-V with the def2-TZVPD basis set.

Element x y z (Å)
1 C -0.315 0.168 1.016
2 C -0.300 -0.397 2.434
3 C -0.054 1.675 1.000
4 H -1.327 0.008 0.624
5 H 1.655 -0.164 0.971
6 H -0.469 -1.476 2.431
7 H -1.073 0.065 3.053
8 H 0.662 -0.206 2.913
9 H -0.272 2.111 0.026
10 H 0.996 1.879 1.219
11 H -0.672 2.188 1.742
12 C 0.465 0.337 -2.320
13 N 0.172 -0.824 -1.502
14 N -1.078 -1.444 -1.710
15 C 0.582 -0.852 -0.163
16 O 1.876 -0.413 -0.024
17 H -1.047 -1.930 -2.602
18 H -1.827 -0.750 -1.751
19 H 0.370 -1.852 0.234
20 H 1.405 0.765 -1.981
21 H 0.578 0.018 -3.358
22 H -0.328 1.095 -2.252

**Net charge**: 0
**Lowest unoccupied orbital energy**: 0.94 eV
**HOMO**: -8.14 eV
**Gap between HOMO and LUMO**: 9.08 eV

Results of the natural (NBO) charge analysis, in e, for atoms 1 through 2:
1 C -0.31
2 C -0.63